ORCA calculation (the ωB97M-V functional and the def2-TZVPD basis) on a structure of composition C25H25N7O6ReS3 in a non-equilibrium geometry.

```
67
Properties=species:S:1:pos:R:3:forces:R:3
Re 0.711 -0.005 0.276 -1.14 0.03 -1.62
O -3.549 -0.529 -1.234 -0.25 -0.14 -0.04
C -4.084 -0.883 -0.043 0.02 0.04 0.15
C -5.410 -1.310 -0.051 -0.07 0.00 -0.02
C -6.025 -1.690 1.125 -0.05 -0.03 0.02
C -5.336 -1.651 2.337 -0.06 -0.03 0.05
C -4.031 -1.211 2.356 0.13 0.03 -0.06
C -3.383 -0.822 1.175 -0.02 -0.01 -0.11
C -1.991 -0.358 1.230 0.13 0.35 -0.26
O -1.387 -0.038 0.105 0.02 -0.23 0.49
N -1.406 -0.195 2.391 0.21 -0.12 -0.05
N -0.155 0.308 2.155 -0.08 -0.32 -0.15
C 0.435 1.041 3.013 0.16 0.35 0.34
C 1.484 1.893 2.462 -0.10 -0.22 0.19
C 2.243 2.776 3.203 0.12 0.11 0.34
C 3.106 3.630 2.542 0.06 0.15 0.09
C 3.173 3.589 1.158 0.02 0.04 -0.04
C 2.399 2.667 0.484 -0.03 -0.09 -0.09
N 1.575 1.836 1.126 0.07 0.12 -0.20
H -2.617 -0.302 -1.080 0.32 0.09 0.09
H -5.932 -1.336 -1.000 0.03 -0.03 0.06
H -7.056 -2.027 1.100 0.08 0.02 0.00
H -5.818 -1.969 3.255 0.04 0.06 -0.09
H -3.468 -1.155 3.281 -0.07 -0.05 -0.09
H 0.052 1.132 4.022 -0.05 0.14 -0.01
H 2.151 2.781 4.282 0.01 0.04 -0.08
H 3.714 4.336 3.098 -0.07 -0.09 -0.04
H 3.813 4.260 0.602 -0.02 -0.06 0.03
H 2.417 2.583 -0.595 0.00 -0.02 0.04
C 4.721 -7.006 -0.388 -0.08 0.07 0.01
C 3.646 -6.023 0.005 0.05 -0.05 -0.01
C 2.310 -6.414 0.048 0.03 -0.03 0.01
C 1.310 -5.507 0.365 -0.03 0.08 0.00
C 1.660 -4.195 0.653 0.12 -0.15 -0.26
C 2.991 -3.785 0.638 -0.16 -0.05 0.04
C 3.973 -4.701 0.310 0.02 -0.04 0.00
S 0.407 -3.017 1.002 -0.05 0.17 0.18
O 0.821 -2.249 2.156 0.08 0.00 -0.05
O -0.846 -3.714 1.048 -0.12 -0.14 -0.10
N 0.426 -1.945 -0.209 0.20 -0.47 0.22
C 0.185 -2.347 -1.591 -0.02 0.24 0.65
C 0.382 -1.124 -2.455 0.09 0.31 -0.17
O 0.183 -1.163 -3.644 0.08 0.31 0.24
O 0.765 -0.020 -1.794 -0.18 -0.17 0.44
H 4.451 -8.023 -0.102 0.01 0.03 0.00
H 5.675 -6.753 0.075 -0.03 -0.02 -0.01
H 4.866 -6.994 -1.471 0.00 0.00 0.02
H 2.049 -7.445 -0.167 0.01 0.06 0.00
H 0.266 -5.802 0.403 0.15 0.05 -0.03
H 3.243 -2.764 0.895 0.01 -0.07 -0.04
H 5.011 -4.385 0.294 -0.04 -0.01 0.00
H -0.829 -2.713 -1.750 -0.13 -0.02 0.03
H 0.874 -3.127 -1.920 0.11 -0.05 0.00
S 5.369 -0.665 -0.249 -0.01 -0.02 0.01
C 3.815 -0.447 0.021 -0.37 0.15 0.10
N 2.665 -0.276 0.239 0.92 -0.36 0.01
C -4.338 2.522 -2.011 0.27 0.21 -0.05
N -3.220 3.049 -1.232 -0.18 -0.25 -0.11
C -1.943 2.639 -1.278 0.06 0.10 0.09
N -1.591 1.862 -2.312 -0.15 0.01 0.14
S -0.847 3.123 -0.053 -0.35 -0.13 -0.75
H -5.213 2.455 -1.371 -0.04 0.01 0.05
H -4.122 1.515 -2.360 -0.06 -0.01 0.10
H -4.575 3.155 -2.868 0.03 0.04 -0.01
H -3.414 3.702 -0.498 -0.07 0.02 0.22
H -2.278 1.493 -2.948 0.03 0.12 -0.03
H -0.695 1.410 -2.312 0.38 -0.07 0.08
```
Positions in Å, forces in eV/Å.

- 2S+1 = 4
- E_tot (eV) = -83684.1120
- relative energy (zero: lowest compared OMol25 entry of this formula, charge and spin) (kJ/mol) = 95.5
- LUMO (alpha / beta) (eV) = -1.02 / -1.88
- Kohn-Sham gap (alpha / beta) (eV) = 7.06 / 6.55

Results of the Löwdin charge analysis, in e, for atoms 1 through 4:
1 Re 1.73
2 O 0.05
3 C -0.24
4 C -0.01